[1]
Formula: C35H38DyFN3O3Si
Source: the OMol25 dataset
Level of theory: ωB97M-V/def2-TZVPD

```
82
Properties=species:S:1:pos:R:3:mulliken_charge:R:1
H -3.62 4.78 9.83 0.405
F -0.57 3.37 6.03 -0.349
C 0.74 -1.39 1.06 -0.831
C -4.37 3.70 7.59 -0.627
H -0.37 2.51 3.58 0.470
C -5.02 4.83 8.37 -0.683
H 3.09 0.95 0.45 0.409
H -4.06 2.90 8.29 0.212
H -1.84 4.03 8.47 0.378
C 1.58 -4.59 -3.95 -0.024
C 5.71 -1.08 -5.24 -0.396
N -3.20 4.18 6.86 0.121
O -1.20 2.08 1.02 -0.651
C 0.67 -6.55 -5.05 -0.367
H 3.32 -3.35 -6.12 0.366
H 6.79 -0.93 -5.29 0.351
C -6.11 3.20 2.79 -0.223
H -0.50 -6.18 -6.83 0.356
H 2.45 -1.56 -0.39 0.559
C -2.93 3.63 5.60 -0.262
C 2.92 -1.51 -5.03 0.487
C -7.03 3.40 1.62 -0.624
H -5.01 3.61 5.00 0.061
H 0.27 -2.36 0.98 0.387
C 3.50 -0.29 -4.62 -0.553
C 5.13 -2.25 -5.76 -0.556
H -0.40 -0.44 2.73 0.516
C -1.37 2.74 3.90 -0.965
H 2.19 -4.15 -3.15 0.315
O -4.40 0.10 -0.66 -0.704
C 4.88 -0.10 -4.68 -0.630
C 0.38 -0.36 1.97 -0.151
C 0.07 0.13 -2.74 -0.939
O -2.16 -0.06 -0.40 -0.491
H -0.82 0.10 -3.37 0.246
C -3.36 0.37 -0.07 0.156
Si 1.16 -1.93 -4.54 0.952
H -5.09 3.28 6.88 0.382
C 0.07 -5.73 -6.01 -0.487
H -2.08 6.41 9.14 0.415
C -4.68 1.73 1.54 -0.512
H -5.57 1.44 1.01 0.906
N -4.84 2.62 2.56 0.082
C -2.78 5.97 8.43 -0.858
C -3.99 3.38 4.70 -0.235
C -3.43 1.30 1.13 -0.542
H 0.11 -0.97 -5.04 -0.249
H 0.56 -7.64 -5.10 0.357
H -8.15 2.43 3.27 0.294
H -5.46 5.60 7.73 0.362
H 0.99 0.38 -3.29 0.229
H -4.39 6.26 9.70 0.359
C -2.29 1.93 1.70 1.560
C 3.75 -2.45 -5.68 -0.199
H -7.13 1.27 2.28 0.261
H 0.17 -0.81 -2.17 0.377
H -6.61 3.14 0.64 0.253
H -1.33 5.10 7.12 0.495
C -7.30 2.30 2.60 -0.678
C 1.90 -0.96 0.33 -0.374
C 1.31 0.72 1.81 -0.275
H 5.77 -3.00 -6.24 0.356
H 1.91 -6.61 -3.26 0.354
Dy -0.15 0.64 -0.32 0.578
C -1.63 3.26 5.15 0.759
H -5.79 4.43 9.04 0.392
C 1.43 -5.98 -4.01 -0.648
H -3.14 6.75 7.76 0.359
C 0.95 -3.76 -4.90 0.215
H 1.35 1.64 2.40 0.369
H 2.86 0.51 -4.23 0.265
N -3.97 5.48 9.18 -0.116
C -3.76 2.84 3.44 0.034
C 2.24 0.35 0.79 -0.942
C -2.45 2.47 3.03 0.230
H -7.71 4.25 1.70 0.280
H 1.11 -2.09 -3.10 -0.281
C -2.19 4.77 7.71 -0.726
C 0.20 -4.33 -5.94 -0.524
H -6.12 4.01 3.51 0.699
H 5.32 0.83 -4.29 0.365
H -0.24 -3.69 -6.70 0.336
```

Summary:
2S+1: 6
total charge: +1
DFT total energy: -3020.606046 hartree

=====

[2]
Formula: C35H38FIrN3O3Si
Source: the OMol25 dataset
Level of theory: ωB97M-V/def2-TZVPD

```
82
Properties=species:S:1:pos:R:3:mulliken_charge:R:1
O -2.38 -0.63 0.53 -0.766
C 4.62 4.31 2.68 -0.601
H -3.89 -1.40 -3.65 0.397
C 3.34 3.17 0.96 -0.398
H -2.37 2.96 1.91 0.851
C -1.88 5.42 1.81 -0.632
H 0.30 -2.58 -2.94 0.727
C 3.32 2.02 0.15 1.185
C -2.07 -3.64 -4.33 -0.511
C 1.54 -1.91 -1.16 -0.874
N 4.51 3.84 1.32 0.106
H -1.13 5.72 3.86 0.293
H 7.35 6.11 2.13 0.359
C 5.44 5.58 2.76 -0.683
C -3.36 -5.75 1.47 -0.921
H -3.31 -5.98 -2.21 0.410
C -1.46 4.96 3.15 -0.612
C 1.53 -2.38 0.17 -0.524
H 6.31 2.76 1.30 0.412
C 0.93 1.77 0.28 0.334
C 5.79 3.55 0.72 -0.716
C -2.94 -5.13 0.28 -0.096
H -1.27 -4.01 -6.31 0.371
F 4.49 1.42 -0.25 -0.391
N -0.36 3.44 1.50 0.170
H -1.83 6.49 1.61 0.274
H -4.58 -1.02 -2.03 0.408
H -1.81 -1.47 -2.70 -0.080
O -3.69 1.02 1.33 -0.747
H 5.09 3.54 3.32 0.210
H -0.88 -4.17 -1.16 0.759
C -2.51 -6.37 -4.17 -0.597
H -1.86 -2.57 -4.41 0.328
C -2.64 0.57 0.89 -0.205
N 6.73 5.29 2.09 -0.136
H 2.04 4.53 2.02 0.075
H 5.66 3.21 -0.31 0.479
O -0.36 0.17 -0.93 -1.138
C 2.17 1.37 -0.24 -1.537
H -2.82 -6.62 1.83 0.389
H -5.18 -2.44 -3.02 0.398
H 6.24 5.61 0.10 0.358
H -2.67 -7.46 -4.11 0.392
H 2.34 -2.20 0.88 0.454
Ir -1.30 -1.48 -1.18 1.457
C -1.41 1.42 0.83 0.011
H -2.05 -5.50 -0.23 0.434
C 2.07 3.63 1.41 -0.429
H 0.15 -3.72 1.29 0.487
C 0.40 -2.45 -1.87 -0.852
C 0.41 -3.18 0.39 -1.138
H 0.33 5.40 1.91 0.620
H 3.63 4.51 3.10 0.358
H 5.01 6.42 2.22 0.357
H -2.66 4.85 1.29 0.240
C -2.87 -5.54 -3.10 -0.161
C -4.69 -3.47 0.56 -0.535
H -1.72 -6.47 -6.20 0.367
H 2.34 -1.34 -1.64 0.839
C -3.65 -4.02 -0.21 0.891
C -0.33 -3.29 -0.86 0.051
C -1.72 -4.45 -5.41 -0.831
C -1.44 2.62 1.46 -0.425
C -0.54 4.74 1.99 -0.299
C -4.31 -1.82 -2.73 -1.377
H -5.13 -2.51 0.26 0.265
H 7.17 4.53 2.62 0.413
H -2.85 -2.00 -0.59 0.424
C -5.12 -4.10 1.73 -0.645
H -1.96 4.08 3.57 0.248
C -2.63 -4.16 -3.16 0.926
H -5.97 -3.69 2.29 0.386
C 0.89 2.94 1.09 -0.058
H 7.67 4.57 0.35 0.435
C 6.66 4.79 0.70 -0.944
C -1.95 -5.83 -5.34 -0.458
C -0.29 1.03 0.04 1.144
H -4.82 -5.78 3.06 0.383
H 2.17 0.54 -0.93 0.454
H 5.65 5.88 3.78 0.387
Si -3.16 -2.95 -1.77 0.055
C -4.48 -5.26 2.17 -0.454
```

Summary:
2S+1: 5
total charge: +1
DFT total energy: -2239.642609 hartree

=====

[3]
Formula: C35H39Br2CsN7OS
Source: the OMol25 dataset
Level of theory: ωB97M-V/def2-TZVPD

```
86
Properties=species:S:1:pos:R:3:mulliken_charge:R:1
C 5.20 -0.02 -1.56 -0.075
H -0.56 3.93 2.79 0.353
C 0.89 3.89 -0.79 0.359
H 1.59 3.38 3.70 0.317
C 1.72 3.69 0.30 -0.515
H 1.87 -1.91 2.59 0.521
H 7.21 -0.69 -1.86 0.395
C 4.00 -0.06 -0.82 0.057
H -6.09 -4.31 -4.89 0.381
H 2.84 4.31 2.87 0.447
H -2.47 -2.03 3.46 0.166
C 6.32 -1.63 -0.17 -0.040
C -4.54 -1.64 -3.49 0.035
H 0.69 3.56 -2.91 0.314
C 4.02 -0.99 0.31 -0.476
C -0.18 -0.65 -6.00 -0.509
C -2.15 -1.28 -2.85 -0.076
H -2.18 -2.41 5.17 0.428
C -1.70 -2.14 4.23 -1.560
Cs 0.46 0.53 -0.40 1.000
H 1.87 4.79 -2.48 0.385
H 0.93 -1.73 5.08 0.325
C -3.36 -0.92 0.29 0.046
C -5.56 -2.42 -4.02 -0.753
H 1.38 0.47 3.23 0.165
O 2.98 0.62 -1.07 -0.397
H 0.71 -0.05 5.58 0.325
C -1.00 4.12 0.70 0.739
C -1.21 -1.04 -5.17 -0.735
N -3.08 -1.50 -0.85 -0.889
C -4.00 -4.20 -4.41 -0.739
H -6.57 -2.02 -4.07 0.370
C -0.91 -0.84 4.37 1.794
C -0.15 3.93 1.78 -0.300
H 1.80 0.23 -6.07 0.443
N -2.12 -0.93 -1.62 0.921
H -2.99 4.50 -0.01 0.314
C 2.82 -1.88 2.06 -0.286
H 3.80 -3.32 3.33 0.421
C 5.17 -1.76 0.64 0.938
C -2.47 4.32 0.93 -1.418
H 1.86 0.55 -3.59 0.461
H 2.73 2.57 2.60 0.235
C -0.47 4.10 -0.58 -0.549
H -1.13 4.23 -1.43 0.245
H 0.00 1.39 3.34 -0.036
H 2.26 3.09 -2.24 0.120
H 2.77 3.49 0.14 0.250
H -2.66 5.18 1.59 0.396
H -3.78 -5.20 -4.76 0.370
C -2.98 -3.42 -3.88 0.183
H -4.37 -1.32 2.00 0.222
H -2.38 0.03 5.70 0.475
N 0.43 0.59 2.89 0.132
H -4.42 -2.57 0.81 0.223
H -0.26 -0.81 -7.07 0.405
C 3.91 -2.67 2.47 -0.983
C -1.87 0.28 4.77 -1.598
C -3.24 -2.13 -3.42 -0.281
N -4.29 -1.60 1.04 -0.440
H 5.93 -3.21 2.04 0.307
H -1.35 1.23 4.94 0.386
C -5.29 -3.70 -4.48 -0.315
C 5.07 -2.61 1.76 -0.765
Br 5.27 1.14 -3.06 -0.260
N 2.88 -1.08 1.02 0.168
C 0.19 -0.99 5.41 -1.819
H -2.92 3.44 1.39 0.209
H -1.05 -0.58 2.36 -0.198
C 2.14 3.48 2.76 -1.731
C 1.21 3.71 1.60 1.157
H -2.10 -1.50 -5.57 0.406
C 6.33 -0.78 -1.24 -0.439
H -1.03 -2.95 3.92 0.383
H -4.75 -0.65 -3.10 0.434
H -1.97 -3.81 -3.82 0.446
S -2.80 0.57 0.95 -0.184
H -2.61 0.45 3.98 0.236
N 0.01 -0.26 -3.28 0.227
C -1.08 -0.84 -3.79 -0.111
C 1.46 3.83 -2.18 -1.344
Br 7.90 -2.63 0.22 -0.297
C 0.96 -0.07 -5.46 -0.874
H -0.22 -1.33 6.36 0.481
C 1.00 0.10 -4.08 -0.348
N -0.29 -0.62 3.05 -0.178
```

Summary:
energy above the lowest of the compared OMol25 structures with the same formula, charge and spin: 4.04 kcal per mole
total charge: -1
DFT total energy: -7382.137830 hartree